Molecular formula: C30H31N5OP2RuS2Se2
Method: DFT, ωB97M-V/def2-TZVPD

Properties
expectation value of S²: 0.76
relative energy (zero: lowest compared OMol25 entry of this formula, charge and spin): 0.427 eV
HOMO-LUMO gap (alpha / beta): 0.229 / 0.211 Eh
M: 862.7 g/mol
total charge: +1
spin multiplicity: 2

Positions of all 74 atoms, in Å:
Ru 3.203 -1.730 0.155
N 4.689 -0.598 -0.841
C 6.004 -1.218 -0.604
C 5.881 -2.714 -0.825
N 4.758 -3.241 0.007
H 4.477 -0.519 -1.833
H 4.643 0.349 -0.465
H 6.279 -1.011 0.431
H 6.779 -0.804 -1.252
H 6.816 -3.222 -0.591
H 5.643 -2.920 -1.869
H 5.098 -3.525 0.921
H 4.377 -4.085 -0.412
Se -1.256 2.250 2.390
P -1.376 1.943 0.319
C -2.895 1.106 -0.202
C -2.970 0.421 -1.411
C -4.150 -0.203 -1.791
C -5.269 -0.116 -0.973
C -5.203 0.583 0.224
C -4.018 1.185 0.615
C -1.235 3.446 -0.685
C -1.651 3.491 -2.013
C -1.493 4.652 -2.751
C -0.921 5.774 -2.167
C -0.512 5.734 -0.842
C -0.670 4.574 -0.100
C 0.039 0.943 -0.255
C 0.472 -0.355 -0.003
N 1.778 -0.382 -0.373
N 2.116 0.804 -0.860
N 1.093 1.610 -0.783
P -0.233 -1.864 0.614
Se 1.419 -3.267 0.957
C -1.152 -1.530 2.107
C -0.412 -1.279 3.266
C -1.070 -0.952 4.434
C -2.459 -0.882 4.449
C -3.189 -1.120 3.296
C -2.540 -1.439 2.113
C -1.277 -2.601 -0.647
C -2.109 -3.658 -0.277
C -2.845 -4.322 -1.244
C -2.731 -3.950 -2.578
C -1.877 -2.922 -2.949
C -1.146 -2.248 -1.983
H -2.102 0.361 -2.053
H -4.194 -0.752 -2.722
H -6.194 -0.591 -1.272
H -6.077 0.654 0.859
H -3.944 1.706 1.563
H -2.114 2.630 -2.480
H -1.825 4.685 -3.780
H -0.803 6.683 -2.743
H -0.076 6.610 -0.381
H -0.368 4.538 0.938
H 0.670 -1.329 3.244
H -0.504 -0.746 5.332
H -2.973 -0.632 5.367
H -4.269 -1.048 3.312
H -3.105 -1.591 1.202
H -2.187 -3.952 0.761
H -3.502 -5.132 -0.959
H -3.304 -4.473 -3.333
H -1.778 -2.646 -3.991
H -0.470 -1.451 -2.270
C 4.159 2.918 0.732
O 4.256 1.503 1.013
C 3.437 1.022 1.944
S 2.478 1.852 2.946
S 3.451 -0.751 2.089
H 4.845 3.093 -0.091
H 4.450 3.489 1.611
H 3.137 3.160 0.446



Molecular formula: C11H28AlBFNO5PS2
Method: DFT, ωB97M-V/def2-TZVPD

Properties
relative energy (zero: lowest compared OMol25 entry of this formula, charge and spin): 0.851 eV
HOMO-LUMO gap: 0.222 Eh
M: 406.2 g/mol
total charge: -1
spin multiplicity: 1

Positions of all 51 atoms, in Å:
C 4.053 -1.617 -0.239
B 2.558 -1.948 -0.753
O 2.427 -2.449 -2.092
Al 0.888 -1.632 0.470
C -0.479 -3.155 0.362
C -0.721 -3.684 -1.080
F -1.893 -4.508 -1.052
P -0.252 0.298 -0.257
N -0.495 0.087 -1.856
H 4.340 -2.421 0.483
H 4.059 -0.614 0.235
H 4.729 -1.618 -1.135
H 1.639 -2.078 -2.500
H 1.252 -1.430 2.002
H -1.461 -2.722 0.694
H -0.250 -3.972 1.085
H 0.150 -4.247 -1.477
H -0.922 -2.812 -1.743
H -1.493 0.356 0.469
H 0.455 1.517 0.021
H -0.087 0.894 -2.332
C -4.142 1.022 -4.886
C -3.404 1.385 -6.178
C -3.092 2.883 -6.121
S -2.956 3.301 -4.383
O -4.033 4.203 -4.042
O -1.579 3.608 -4.075
C -3.351 1.676 -3.759
H -4.212 -0.057 -4.749
H -5.158 1.427 -4.915
H -2.472 0.817 -6.236
H -3.993 1.139 -7.063
H -2.155 3.122 -6.621
H -3.901 3.477 -6.547
H -3.915 1.763 -2.832
H -2.412 1.147 -3.577
C 2.235 -0.163 6.916
C 2.569 1.311 6.666
C 2.839 1.472 5.166
S 1.881 0.197 4.345
O 2.797 -0.730 3.733
O 0.795 0.811 3.621
C 1.235 -0.551 5.833
H 1.826 -0.322 7.915
H 3.141 -0.768 6.822
H 1.717 1.932 6.956
H 3.427 1.637 7.257
H 2.524 2.448 4.801
H 3.889 1.308 4.928
H 1.145 -1.627 5.695
H 0.255 -0.114 6.026



Molecular formula: C3H2BiO2
Method: DFT, ωB97M-V/def2-TZVPD

Properties
expectation value of S²: 0.87
relative energy (zero: lowest compared OMol25 entry of this formula, charge and spin): 3.911 eV
HOMO-LUMO gap (alpha / beta): 0.210 / 0.219 Eh
M: 279.0 g/mol
total charge: +2
spin multiplicity: 2

Positions of all 8 atoms, in Å:
H 0.026 -3.047 0.034
O 0.371 1.796 -0.202
H 0.528 2.744 -0.113
C -0.548 -2.122 -0.016
C -0.227 -0.856 -0.062
O -1.089 0.271 0.288
C -0.884 1.547 0.070
Bi 1.824 -0.332 0.001



Molecular formula: C7H16N3
Method: DFT, ωB97M-V/def2-TZVPD

Properties
relative energy (zero: lowest compared OMol25 entry of this formula, charge and spin): 0.735 eV
HOMO-LUMO gap: 0.348 Eh
M: 142.2 g/mol
total charge: +1
spin multiplicity: 1

Positions of all 26 atoms, in Å:
C 1.778 1.809 1.361
C 0.930 2.703 0.431
C 1.774 0.416 0.701
C 2.855 -0.394 0.652
C 1.079 -1.358 -0.257
N 0.659 -0.182 0.236
N 2.385 -1.547 -0.029
H 2.820 2.162 1.456
H 1.409 1.760 2.398
H 0.527 3.503 1.072
H 3.919 -0.284 0.810
H 0.547 -2.091 -0.843
H 2.938 -2.360 -0.239
H 0.025 2.212 0.083
H 1.508 3.157 -0.359
C -2.727 -0.428 -0.682
C -2.188 -1.157 -1.909
N -2.011 -0.887 0.580
H -2.638 0.646 -0.811
H -3.757 -0.798 -0.538
H -1.329 -1.789 -1.680
H -2.034 -0.441 -2.734
H -0.955 -0.607 0.541
H -2.392 -0.329 1.347
H -2.186 -1.873 0.748
H -2.936 -1.842 -2.335



Molecular formula: C33H49GeN2O8S3SeZr
Method: DFT, ωB97M-V/def2-TZVPD

Properties
expectation value of S²: 0.75
relative energy (zero: lowest compared OMol25 entry of this formula, charge and spin): 0.343 eV
HOMO-LUMO gap (alpha / beta): 0.296 / 0.244 Eh
M: 940.8 g/mol
spin multiplicity: 2

Positions of all 98 atoms, in Å:
Zr -0.272 0.339 -0.911
C -3.759 -0.632 0.220
C -3.248 0.680 0.784
C -4.289 1.759 0.507
C -2.982 0.570 2.275
O -1.953 1.016 0.178
Ge -1.701 2.831 -0.627
O -1.103 1.765 -2.181
C -1.248 2.416 -3.497
C -0.520 1.607 -4.546
C -0.646 3.815 -3.404
C -2.737 2.455 -3.806
O 0.059 2.740 -0.128
C 0.741 3.864 0.493
C 2.125 3.983 -0.129
C 0.812 3.616 1.993
C -0.014 5.171 0.233
H -4.723 -0.857 0.682
H -3.888 -0.568 -0.859
H -3.073 -1.444 0.437
H -5.240 1.440 0.934
H -4.019 2.717 0.952
H -4.427 1.902 -0.569
H -3.915 0.381 2.813
H -2.296 -0.255 2.475
H -2.539 1.496 2.651
H 0.512 1.444 -4.246
H -0.998 0.646 -4.708
H -0.526 2.164 -5.484
H 0.384 3.744 -3.044
H -0.647 4.280 -4.391
H -1.221 4.459 -2.733
H -3.131 1.439 -3.870
H -3.283 2.995 -3.028
H -2.906 2.963 -4.758
H 2.784 3.179 0.191
H 2.045 3.962 -1.218
H 2.571 4.934 0.174
H 1.341 2.688 2.199
H 1.340 4.434 2.489
H -0.197 3.545 2.409
H -0.080 5.371 -0.840
H -1.024 5.151 0.647
H 0.521 5.997 0.704
C 4.969 -5.047 1.076
C 4.318 -3.703 0.873
C 4.430 -2.708 1.844
C 3.816 -1.480 1.682
C 3.065 -1.245 0.532
C 2.952 -2.213 -0.458
C 3.580 -3.433 -0.277
S 2.282 0.333 0.426
O 0.857 0.190 0.878
O 3.082 1.179 1.261
N 1.984 0.837 -1.021
C 2.985 1.120 -1.976
C 4.306 0.670 -1.875
C 5.194 0.993 -2.879
C 4.761 1.751 -3.959
C 3.439 2.154 -3.963
N 2.568 1.855 -2.995
H 5.939 -4.946 1.566
H 5.111 -5.565 0.127
H 4.343 -5.680 1.711
H 5.015 -2.897 2.740
H 3.910 -0.703 2.430
H 2.394 -2.022 -1.362
H 3.483 -4.192 -1.047
H 4.624 0.083 -1.025
H 6.221 0.651 -2.826
H 5.425 2.016 -4.770
H 3.044 2.756 -4.778
C -3.982 -3.957 5.309
C -3.107 -3.575 4.139
C -1.964 -2.809 4.312
C -1.149 -2.441 3.243
C 0.102 -1.649 3.520
C -1.508 -2.858 1.961
Se -0.411 -2.313 0.475
C -2.628 -3.669 1.755
C -3.004 -4.191 0.394
C -3.412 -4.003 2.853
H -3.692 -3.417 6.211
H -3.907 -5.028 5.520
H -5.033 -3.738 5.103
H -1.690 -2.478 5.310
H 0.070 -1.220 4.522
H 0.245 -0.845 2.808
H 0.982 -2.300 3.454
H -2.161 -4.697 -0.075
H -3.294 -3.382 -0.283
H -3.834 -4.896 0.469
H -4.290 -4.625 2.693
O 0.630 -1.052 -2.142
S -0.636 -1.723 -2.709
O -1.655 -0.902 -1.946
O -0.751 -1.586 -4.126
S -0.651 -3.603 -2.166



Molecular formula: C6H10O
Method: DFT, ωB97M-V/def2-TZVPD

Properties
relative energy (zero: lowest compared OMol25 entry of this formula, charge and spin): 4.458 eV
HOMO-LUMO gap (alpha / beta): 0.303 / 0.252 Eh
M: 98.1 g/mol
spin multiplicity: 1

Positions of all 17 atoms, in Å:
C 1.972 -1.171 0.026
C 0.609 -1.043 -0.559
C -1.411 0.330 -1.274
C -0.092 0.197 -0.782
C -0.360 0.136 0.909
C -1.121 1.459 1.084
O -0.575 2.534 1.134
H 1.935 -1.383 1.109
H 2.569 -0.265 -0.114
H 2.511 -2.009 -0.432
H 0.064 -1.965 -0.756
H -1.776 1.293 -1.601
H -2.073 -0.530 -1.324
H 0.554 1.074 -0.869
H 0.548 0.157 1.522
H -1.017 -0.698 1.160
H -2.223 1.348 1.142



Molecular formula: C6H11NO
Method: DFT, ωB97M-V/def2-TZVPD

Properties
relative energy (zero: lowest compared OMol25 entry of this formula, charge and spin): 8.323 eV
HOMO-LUMO gap: 0.375 Eh
M: 113.2 g/mol
spin multiplicity: 1

Positions of all 19 atoms, in Å:
C 1.349 -1.338 0.137
C 1.029 -0.203 -0.887
C -0.002 0.926 -1.171
C -1.270 0.717 -0.235
C -1.492 -0.721 0.262
C -0.870 0.798 1.280
H 2.531 -1.676 -0.205
H 0.861 -2.222 -0.307
H 1.090 -0.932 1.248
H 1.711 -0.455 -1.582
H 1.327 1.603 0.427
H -0.233 1.300 -2.100
H -2.064 1.429 -0.501
H -0.693 -1.498 -0.293
H -2.526 -0.990 -0.377
H -1.081 1.726 2.088
H 0.170 0.785 1.332
N 1.541 1.211 -0.613
O -1.380 -0.460 1.500



Molecular formula: C10H10ClOP
Method: DFT, ωB97M-V/def2-TZVPD

Properties
relative energy (zero: lowest compared OMol25 entry of this formula, charge and spin): 0.358 eV
HOMO-LUMO gap: 0.296 Eh
M: 212.6 g/mol
spin multiplicity: 1

Positions of all 23 atoms, in Å:
C -0.969 2.766 0.304
C -2.297 2.235 0.387
C 0.085 1.908 0.286
C -2.519 0.901 0.492
C -0.037 0.476 0.321
C -1.456 -0.031 0.311
C 1.070 -0.299 0.237
C -1.742 -1.388 0.432
C 1.090 -1.684 0.316
C 2.385 -2.516 0.187
O -0.482 -3.987 0.515
P -0.433 -2.563 0.311
Cl 1.934 1.755 -3.042
H -0.770 3.849 0.258
H -3.138 2.925 0.446
H 1.011 2.319 0.074
H -3.550 0.676 0.483
H 1.979 0.318 0.404
H -2.755 -1.746 0.601
H 2.706 -2.817 1.270
H 3.157 -2.084 -0.363
H 2.135 -3.521 -0.259
H 2.596 2.507 -3.971



Molecular formula: C6H11NS
Method: DFT, ωB97M-V/def2-TZVPD

Properties
relative energy (zero: lowest compared OMol25 entry of this formula, charge and spin): 6.858 eV
HOMO-LUMO gap: 0.333 Eh
M: 129.2 g/mol
spin multiplicity: 1

Positions of all 19 atoms, in Å:
C -0.776 2.088 -0.129
C 0.205 0.930 0.372
C -0.545 -0.527 0.280
C 0.511 -1.652 -0.150
C 1.848 -0.898 0.371
C 1.539 0.462 -0.177
H -1.236 1.965 -1.199
H -0.213 3.082 0.003
H -1.641 2.196 0.558
H 0.408 0.835 1.437
H -0.661 -0.727 1.432
H -2.011 -1.173 -1.525
H -2.550 -1.397 0.390
H 0.534 -1.664 -1.330
H 0.460 -2.812 0.128
H 1.750 -0.706 1.431
H 1.033 0.339 -1.255
N -1.836 -0.624 -0.394
S 3.180 0.283 -0.243



The highest relative energy (zero: lowest compared OMol25 entry of this formula, charge and spin) belongs to which entry? C6H11NO



Which of these has the highest relative energy (zero: lowest compared OMol25 entry of this formula, charge and spin)? C6H11NO



Copy entry 9 word for word.
Molecular formula: C6H11NS
Method: DFT, ωB97M-V/def2-TZVPD

Properties
relative energy (zero: lowest compared OMol25 entry of this formula, charge and spin): 6.858 eV
HOMO-LUMO gap: 0.333 Eh
M: 129.2 g/mol
spin multiplicity: 1

Positions of all 19 atoms, in Å:
C -0.776 2.088 -0.129
C 0.205 0.930 0.372
C -0.545 -0.527 0.280
C 0.511 -1.652 -0.150
C 1.848 -0.898 0.371
C 1.539 0.462 -0.177
H -1.236 1.965 -1.199
H -0.213 3.082 0.003
H -1.641 2.196 0.558
H 0.408 0.835 1.437
H -0.661 -0.727 1.432
H -2.011 -1.173 -1.525
H -2.550 -1.397 0.390
H 0.534 -1.664 -1.330
H 0.460 -2.812 0.128
H 1.750 -0.706 1.431
H 1.033 0.339 -1.255
N -1.836 -0.624 -0.394
S 3.180 0.283 -0.243